(1)
C7H12N2 | ωB97M-V with the def2-TZVPD basis set

Geometry as XYZ:
```
21
Properties=species:S:1:pos:R:3:forces:R:3
C -1.402 1.112 0.439 -3.198 0.909 1.011
C -2.312 -0.218 0.236 2.311 -0.936 -2.233
C -1.165 -1.263 -0.219 0.994 1.479 -0.456
C 0.197 -1.016 0.386 -1.922 0.120 -1.838
C 1.637 -1.085 0.397 1.951 -2.654 -0.427
N 2.115 0.181 -0.072 0.755 0.268 1.846
C 1.232 1.260 0.091 0.812 3.927 0.656
C -0.226 1.028 -0.514 -0.149 0.309 -1.130
N -0.190 -0.374 -0.934 0.127 -1.345 0.804
H -2.075 1.957 0.163 0.412 -0.505 -0.324
H -1.235 1.455 1.478 0.505 -1.015 -0.145
H -2.912 -0.677 1.027 -0.106 0.855 -0.018
H -2.870 -0.084 -0.788 0.527 -0.242 2.233
H -1.267 -2.262 -0.679 -0.712 0.908 0.007
H 0.148 -0.334 1.130 -1.696 2.152 2.597
H 1.936 -1.772 -0.324 0.984 -1.577 -1.308
H 2.054 -1.473 1.342 -0.073 0.697 0.051
H 2.512 0.171 -0.971 0.301 -0.309 -1.026
H 1.974 2.262 -0.005 -2.581 -2.167 -1.016
H 0.971 1.492 1.113 0.349 -0.574 0.958
H -0.472 1.707 -1.340 0.409 -0.300 -0.244
```
Forces are in eV/Å.

The total energy comes out at -383.2542 hartree. As for the relative energy (zero: lowest compared OMol25 entry of this formula, charge and spin): 106.06 kcal per mole. As for the orbital gap: 9.7 eV. The LUMO energy is 1.10 eV. The net charge is 0.

---

(2)
C7H12N2 | ωB97M-V with the def2-TZVPD basis set

Geometry as XYZ:
```
21
Properties=species:S:1:pos:R:3:forces:R:3
C 0.525 -0.303 1.095 0.005 0.092 1.002
C 0.359 -1.459 1.971 -0.244 -0.481 -0.030
C -2.116 0.812 0.414 0.045 0.045 -0.036
C 0.121 -0.387 -0.290 0.299 1.576 -0.524
C -1.016 0.726 -0.605 0.423 -0.400 -0.232
C 1.480 -0.094 -0.942 -0.457 0.127 -0.738
C 1.985 1.100 -1.261 -0.021 -0.344 0.110
N -0.542 -1.539 -0.698 -0.184 -0.545 -0.041
N -1.029 1.419 -1.653 -0.158 0.207 0.012
H 0.934 0.633 1.449 -0.041 -0.021 -0.039
H -0.581 -1.528 -1.716 0.067 -0.017 -0.075
H -0.227 1.284 -2.270 -0.028 -0.179 0.177
H 2.018 -1.006 -1.176 0.110 0.023 -0.036
H 0.672 -2.357 1.412 0.103 0.046 0.256
H -0.713 -1.653 2.130 0.046 0.017 0.156
H 0.864 -1.371 2.931 0.000 -0.051 -0.071
H -2.309 -0.170 0.844 0.019 0.021 0.045
H -1.829 1.502 1.211 -0.011 -0.083 -0.007
H -3.023 1.189 -0.057 0.072 0.006 -0.010
H 1.491 2.031 -1.016 -0.082 -0.021 -0.067
H 2.937 1.171 -1.772 0.038 -0.021 0.148
```
Forces are in eV/Å.

The total energy comes out at -383.2647 hartree. As for the relative energy (zero: lowest compared OMol25 entry of this formula, charge and spin): 99.49 kcal per mole. As for the orbital gap (alpha / beta): 6.6 / 9.2 eV. The LUMO energy (alpha / beta) is -0.79 / 0.13 eV. The net charge is 0.

---

(3)
C7H12N2 | ωB97M-V with the def2-TZVPD basis set

Geometry as XYZ:
```
21
Properties=species:S:1:pos:R:3:forces:R:3
C -1.646 2.082 -0.104 0.601 0.655 -0.080
C -1.541 1.415 -1.275 1.725 -0.735 -2.853
C -0.211 0.420 0.154 1.719 -1.271 2.319
C 0.713 -0.492 0.952 -1.585 -0.645 -2.414
C 1.042 -0.229 2.331 -2.614 -0.315 -1.229
C 1.187 -1.738 0.364 3.688 -1.628 -2.041
C -0.324 -0.532 -2.209 -1.354 1.585 0.863
N -0.809 1.467 0.788 -0.785 0.042 -1.714
N -0.614 0.405 -1.128 -1.706 -0.086 0.852
H -2.089 3.063 -0.202 -0.290 0.121 1.581
H -1.768 1.739 -2.344 -0.347 -0.569 1.842
H 0.164 -0.635 2.876 0.232 0.042 0.248
H 1.139 0.773 2.495 -0.099 2.935 0.854
H 1.909 -0.659 2.636 2.346 -1.780 0.867
H 0.578 -2.647 0.271 -1.142 0.558 -0.027
H 2.054 -2.320 0.931 -1.442 1.953 -0.747
H 1.586 -1.631 -0.785 -1.015 0.027 2.699
H 0.659 -0.491 -2.354 4.270 0.072 -0.758
H -0.591 -1.521 -2.103 -1.136 -1.996 0.881
H -0.758 -0.123 -3.056 -0.998 0.555 -1.617
H -0.680 1.656 1.763 -0.068 0.481 0.474
```
Forces are in eV/Å.

The total energy comes out at -382.6908 hartree. As for the relative energy (zero: lowest compared OMol25 entry of this formula, charge and spin): 18.45 kcal per mole. As for the orbital gap: 8.0 eV. The LUMO energy is -11.24 eV. The net charge is +2.

---

Repeat the third record exactly.
C7H12N2 | ωB97M-V with the def2-TZVPD basis set

Geometry as XYZ:
```
21
Properties=species:S:1:pos:R:3:forces:R:3
C -1.646 2.082 -0.104 0.601 0.655 -0.080
C -1.541 1.415 -1.275 1.725 -0.735 -2.853
C -0.211 0.420 0.154 1.719 -1.271 2.319
C 0.713 -0.492 0.952 -1.585 -0.645 -2.414
C 1.042 -0.229 2.331 -2.614 -0.315 -1.229
C 1.187 -1.738 0.364 3.688 -1.628 -2.041
C -0.324 -0.532 -2.209 -1.354 1.585 0.863
N -0.809 1.467 0.788 -0.785 0.042 -1.714
N -0.614 0.405 -1.128 -1.706 -0.086 0.852
H -2.089 3.063 -0.202 -0.290 0.121 1.581
H -1.768 1.739 -2.344 -0.347 -0.569 1.842
H 0.164 -0.635 2.876 0.232 0.042 0.248
H 1.139 0.773 2.495 -0.099 2.935 0.854
H 1.909 -0.659 2.636 2.346 -1.780 0.867
H 0.578 -2.647 0.271 -1.142 0.558 -0.027
H 2.054 -2.320 0.931 -1.442 1.953 -0.747
H 1.586 -1.631 -0.785 -1.015 0.027 2.699
H 0.659 -0.491 -2.354 4.270 0.072 -0.758
H -0.591 -1.521 -2.103 -1.136 -1.996 0.881
H -0.758 -0.123 -3.056 -0.998 0.555 -1.617
H -0.680 1.656 1.763 -0.068 0.481 0.474
```
Forces are in eV/Å.

The total energy comes out at -382.6908 hartree. As for the relative energy (zero: lowest compared OMol25 entry of this formula, charge and spin): 18.45 kcal per mole. As for the orbital gap: 8.0 eV. The LUMO energy is -11.24 eV. The net charge is +2.

---

Q: What is the total energy in the first record?
A: -383.2542 hartree

---

Q: net charge of number 3 (C7H12N2)?
A: +2